This record from OMol25 describes C61H50BrCaN2O2P3SSi as an isolated structure at a distorted geometry. The level of theory is the ωB97M-V functional and the def2-TZVPD basis.

XYZ file:
```
122
C61H50BrCaN2O2P3SSi the ωB97M-V functional and the def2-TZVPD basis
Ca -1.7320 2.9853 2.8559
C -2.6257 1.4526 -5.9626
C -1.8853 0.2799 -5.6836
C -1.2699 0.0722 -4.4732
C -1.6657 0.8212 -3.3927
C -2.3205 2.0673 -3.6184
C -2.8014 2.3047 -4.8963
P -1.7102 0.3786 -1.6344
C -3.3807 0.9185 -1.0686
C -3.5605 1.9404 0.0461
C -4.9271 1.9115 0.5885
C -5.8294 1.0447 0.0357
C -5.6519 0.3450 -1.1105
C -4.4489 0.4295 -1.7743
C -1.9030 -1.4122 -1.6269
C -2.9630 -2.1703 -2.1710
C -2.8645 -3.6060 -2.2015
C -1.6867 -4.2237 -1.8049
C -0.6431 -3.5518 -1.1796
C -0.7448 -2.1344 -1.0636
Si 0.8415 -1.3372 -0.3777
C 2.3906 -1.3124 -1.6200
C 3.0476 -2.4395 -2.1137
C 4.5283 -2.5115 -2.3153
C 5.3147 -1.3879 -2.2258
C 4.6329 -0.1374 -2.0276
C 3.2191 -0.1563 -1.7797
P 2.4626 1.4410 -1.8169
C 3.3456 2.3976 -0.5513
C 2.4066 2.3233 0.4940
C 2.2012 3.4536 1.2777
C 3.2485 4.2765 1.5791
C 4.3176 4.2492 0.6915
C 4.3832 3.3400 -0.3793
C 3.1615 2.3587 -3.1950
C 2.4599 3.5343 -3.4922
C 2.7172 4.1049 -4.6899
C 3.6411 3.6073 -5.5866
C 4.5245 2.5914 -5.1363
C 4.1655 1.8394 -4.0367
C 2.0227 -2.0717 1.0546
C 2.9322 -1.1157 1.7411
C 3.9629 -1.6142 2.5321
C 4.2659 -2.9423 2.4839
C 3.4542 -3.8583 1.9291
C 2.1413 -3.3842 1.6183
P 1.1791 -4.3651 2.6693
C -0.3589 -3.7368 3.0599
C -1.5291 -3.9575 2.2618
C -2.8037 -4.1532 2.8230
C -3.0927 -3.9049 4.1575
C -1.9995 -3.5985 4.9824
C -0.5955 -3.3988 4.5033
C 0.9718 -5.8782 1.7675
C -0.0954 -6.1620 0.8730
C -0.4650 -7.4712 0.6263
C 0.2421 -8.4943 1.2497
C 1.4222 -8.2229 1.8948
C 1.8350 -6.8798 2.1414
H -2.9481 1.7668 -6.9768
H -1.7022 -0.4470 -6.5184
H -0.5405 -0.7394 -4.3955
H -2.6205 2.7684 -2.8696
H -3.3955 3.2139 -5.1089
H -3.0483 2.9832 0.0217
H -5.1855 2.4236 1.5669
H -6.7377 0.7704 0.5809
H -6.4889 -0.1574 -1.4873
H -4.2890 0.1457 -2.8161
H -3.8307 -1.7177 -2.6517
H -3.7453 -4.1813 -2.3720
H -1.6440 -5.3215 -1.8473
H 0.2680 -4.1287 -0.9944
H 2.5368 -3.4342 -1.9328
H 5.0198 -3.4729 -2.5837
H 6.3416 -1.3620 -2.4987
H 5.2204 0.7638 -2.0833
H 1.6469 1.5410 0.6621
H 1.1845 3.5238 1.7219
H 3.2784 4.7737 2.5189
H 5.1202 4.8987 0.9146
H 5.2361 3.3879 -1.0756
H 1.6450 3.8672 -2.8634
H 2.2158 5.0107 -5.0132
H 3.7160 4.0949 -6.5551
H 5.4884 2.3957 -5.6904
H 4.8110 0.9966 -3.8032
H 2.5797 -0.0501 1.7510
H 4.6340 -0.9445 3.0339
H 5.1822 -3.2521 3.0131
H 3.6131 -4.9281 1.8709
H -1.3598 -4.0804 1.1745
H -3.4915 -4.6540 2.0851
H -4.0961 -3.9418 4.6049
H -2.2227 -3.3535 6.0408
H 0.0529 -3.9150 5.1200
H -0.4731 -5.3140 0.2743
H -1.3067 -7.6857 -0.0167
H -0.1216 -9.5318 1.1291
H 2.1053 -9.0148 2.2497
H 2.8553 -6.5977 2.4599
C -3.2020 7.1746 0.8437
C -2.6544 6.7836 2.2046
C -2.0743 7.7361 3.0516
C -1.5080 7.2880 4.2762
C -1.6577 5.8492 4.6058
Br -0.9637 5.0556 6.1430
N -2.3012 5.0688 3.8296
C -2.7521 5.4672 2.5997
H -3.2055 6.2670 0.2203
H -2.6704 8.0156 0.4176
H -4.2789 7.4997 0.9419
H -2.1373 8.7980 2.8723
H -0.9326 7.9508 4.9308
H -3.2544 4.7489 2.0013
O -2.3909 1.5467 1.1708
H -2.1975 0.4868 1.0743
H -0.3184 -2.3750 4.6118
S -1.0380 0.7178 5.1726
C -0.0268 0.9762 3.8622
N 0.5156 1.4862 2.9321
O -2.3403 1.4793 4.6666
```

Calculated values
Energy above the lowest of the compared OMol25 structures with the same formula, charge and spin ... 0.0 kcal/mol
Molar mass ... 1116.1 u
Energy ... -7577.36166 Eh
Total charge ... -2
E_HOMO (alpha / beta) ... -0.34 / -0.34 eV